#A
ORCA calculation (ωB97M-V/def2-TZVPD) on a 9-piece molecular cluster, H19O9 overall.

Properties
- Kohn-Sham gap: 10.88 eV
- HOMO level: -13.95 eV
- Charge: +1

CARTESIAN COORDINATES (ANGSTROEM)
H (-1.58, -3.55, 1.21)
H (-2.78, 2.27, -0.21)
O (-1.36, -2.62, 1.43)
H (-0.02, -1.08, 1.61)
H (0.52, -0.33, -0.89)
H (0.97, 1.85, -2.83)
O (0.91, -1.39, 1.78)
H (1.90, 2.57, -1.76)
H (-0.66, -1.13, -2.80)
O (-1.67, -0.09, 0.80)
H (4.45, -0.89, -0.01)
H (-0.72, 2.46, 3.56)
O (-3.23, 1.66, -0.79)
O (1.19, -1.02, -0.54)
H (3.98, 0.21, -1.12)
H (-0.91, 0.37, -2.98)
H (0.56, -2.20, 2.23)
H (-2.20, -2.36, 1.80)
O (-0.59, 2.57, 2.60)
O (-0.81, -0.32, -2.31)
O (1.58, 1.70, -2.04)
H (-1.70, 0.60, 0.13)
H (-2.28, -0.82, 0.59)
O (3.80, -0.25, -0.29)
H (0.32, 2.26, 2.55)
H (-2.81, 1.72, -1.64)
H (2.06, -0.58, -0.42)
H (1.07, -1.60, 0.37)


#B
ORCA calculation (ωB97M-V/def2-TZVPD) on a 9-piece molecular cluster, H19O9 overall.

Properties
- Kohn-Sham gap: 8.86 eV
- HOMO level: -12.52 eV
- Charge: +1

CARTESIAN COORDINATES (ANGSTROEM)
O (-1.68, 1.92, -1.72)
H (-1.77, -3.78, -0.18)
H (1.44, -2.83, -0.18)
H (0.40, -0.20, -0.10)
O (0.59, 0.53, -0.75)
H (0.69, -4.07, -0.62)
H (-2.59, -0.67, -1.46)
H (1.77, 3.46, -0.04)
H (2.15, -0.91, 1.46)
H (-1.92, 2.81, -1.64)
H (3.14, -1.80, 0.76)
H (0.95, 1.17, -0.08)
H (2.92, 2.72, 0.59)
H (-1.19, 0.20, 1.69)
O (-0.67, 2.68, 1.05)
H (-0.83, 3.05, 0.18)
H (-2.05, -0.12, -0.15)
H (0.10, 3.17, 1.36)
O (2.12, 2.59, 0.05)
O (2.24, -1.48, 0.72)
O (-0.35, -0.24, 1.43)
O (-1.11, -3.15, 0.05)
H (-2.55, 1.50, -1.78)
H (-1.26, -2.47, -0.53)
H (-0.26, 1.06, -1.09)
O (1.57, -3.77, -0.34)
H (-0.01, -0.64, 2.23)
O (-1.86, -0.74, -0.88)


Ranking the structures above by stability puts #A first and #B last.